Molecular formula: C3H3N3O
Method: DFT, ωB97M-V/def2-TZVPD

As for the charge: 0. The calculation puts the frontier orbital gap at 10.751 eV. Its SMILES is O=Cn1ccnn1. The LUMO energy comes out at 0.13 eV.

Positions of all 10 atoms, in Å:
O1 -2.445 -0.369 -0.074
C1 -1.605 0.454 0.045
N1 -0.218 0.131 0.027
C2 0.757 1.115 -0.007
C3 1.874 0.425 -0.055
N2 1.590 -0.932 -0.016
N3 0.326 -1.134 0.064
H1 -1.782 1.549 0.196
H2 0.412 2.176 -0.046
H3 2.895 0.805 0.023

Want to see where the charge sits? The natural (NBO) charges in e are: atom 1 (O): -0.478, atom 2 (C): 0.556, atom 3 (N): -0.283, atom 4 (C): -0.072, atom 5 (C): -0.132, atom 6 (N): -0.198, atom 7 (N): 0.010, atom 8 (H): 0.128, atom 9 (H): 0.241, atom 10 (H): 0.228



Molecular formula: C3H3N3O
Method: DFT, ωB97M-V/def2-TZVPD

As for the charge: 0. The calculation puts the frontier orbital gap at 10.430 eV. Its SMILES is O=Cn1cncn1. The LUMO energy comes out at 0.07 eV.

Positions of all 10 atoms, in Å:
O1 0.025 2.500 -1.030
C1 0.363 1.346 -0.972
N1 -0.332 0.421 -0.191
C2 -0.256 -1.012 -0.460
N2 -0.293 -1.822 0.599
C3 -0.172 -0.717 1.609
N3 -0.047 0.497 1.092
H1 0.980 0.897 -1.791
H2 -0.287 -1.284 -1.519
H3 0.019 -0.826 2.663

Want to see where the charge sits? The natural (NBO) charges in e are: atom 1 (O): -0.461, atom 2 (C): 0.545, atom 3 (N): -0.284, atom 4 (C): 0.183, atom 5 (N): -0.404, atom 6 (C): 0.121, atom 7 (N): -0.246, atom 8 (H): 0.128, atom 9 (H): 0.203, atom 10 (H): 0.213



Molecular formula: C3H3N3O
Method: DFT, ωB97M-V/def2-TZVPD

As for the charge: 0. The calculation puts the frontier orbital gap at 10.358 eV. Its SMILES is N#CC(=N)C#N.O. The LUMO energy comes out at -1.74 eV.

Positions of all 10 atoms, in Å:
N1 -1.762 2.881 0.271
C1 -1.347 1.902 -0.230
C2 -0.736 0.654 -0.475
N2 -0.246 0.313 -1.613
C3 -0.787 -0.229 0.694
N3 -1.057 -1.068 1.453
H1 0.317 -0.458 -1.673
O1 1.955 -1.554 0.231
H2 2.555 -1.172 0.832
H3 1.108 -1.269 0.510

Want to see where the charge sits? The natural (NBO) charges in e are: atom 1 (N): -0.191, atom 2 (C): 0.215, atom 3 (C): 0.069, atom 4 (N): -0.434, atom 5 (C): 0.181, atom 6 (N): -0.213, atom 7 (H): 0.372, atom 8 (O): -0.933, atom 9 (H): 0.471, atom 10 (H): 0.460



Molecular formula: C3H3N3O
Method: DFT, ωB97M-V/def2-TZVPD

As for the charge: 0. The calculation puts the frontier orbital gap at 10.079 eV. Its SMILES is N=C=CC=O.N#N. The LUMO energy comes out at 0.40 eV.

Positions of all 10 atoms, in Å:
N1 2.129 -0.332 0.597
C1 0.980 -0.537 0.250
C2 -0.229 -0.943 -0.138
C3 -1.436 -0.539 0.593
O1 -1.462 0.313 1.459
H1 2.537 0.568 0.336
H2 -0.321 -1.482 -1.082
H3 -2.367 -1.056 0.279
N2 0.546 2.197 -0.918
N3 -0.377 1.811 -1.377

Want to see where the charge sits? The natural (NBO) charges in e are: atom 1 (N): -0.597, atom 2 (C): 0.528, atom 3 (C): -0.577, atom 4 (C): 0.405, atom 5 (O): -0.542, atom 6 (H): 0.401, atom 7 (H): 0.259, atom 8 (H): 0.121, atom 9 (N): -0.017, atom 10 (N): 0.018



Molecular formula: C3H3N3O
Method: DFT, ωB97M-V/def2-TZVPD

As for the charge: 0. The calculation puts the frontier orbital gap at 9.973 eV. Its SMILES is Oc1cnncn1. The LUMO energy comes out at 0.23 eV.

Positions of all 10 atoms, in Å:
O1 -0.148 1.985 0.700
C1 -0.171 0.767 0.158
C2 -1.104 -0.193 0.601
N1 -0.837 -1.467 0.424
N2 0.223 -1.832 -0.303
C3 0.890 -0.874 -0.921
N3 0.763 0.442 -0.706
H1 0.758 2.300 0.550
H2 -2.014 0.064 1.136
H3 1.640 -1.192 -1.639

Want to see where the charge sits? The natural (NBO) charges in e are: atom 1 (O): -0.637, atom 2 (C): 0.504, atom 3 (C): -0.081, atom 4 (N): -0.159, atom 5 (N): -0.273, atom 6 (C): 0.227, atom 7 (N): -0.492, atom 8 (H): 0.500, atom 9 (H): 0.219, atom 10 (H): 0.193



Molecular formula: C3H3N3O
Method: DFT, ωB97M-V/def2-TZVPD

As for the charge: 0. The calculation puts the frontier orbital gap at 9.868 eV. Its SMILES is C=Cc1nnno1. The LUMO energy comes out at -0.46 eV.

Positions of all 10 atoms, in Å:
C1 -0.179 1.248 1.285
C2 -0.724 0.754 0.106
C3 -0.139 -0.473 -0.330
N1 0.901 -0.996 0.210
N2 1.427 -1.888 -0.734
N3 0.800 -1.809 -1.884
O1 -0.346 -0.862 -1.619
H1 0.777 0.902 1.782
H2 -0.796 2.091 1.417
H3 -1.720 1.032 -0.233

Want to see where the charge sits? The natural (NBO) charges in e are: atom 1 (C): -0.288, atom 2 (C): -0.293, atom 3 (C): 0.464, atom 4 (N): -0.334, atom 5 (N): -0.022, atom 6 (N): 0.102, atom 7 (O): -0.330, atom 8 (H): 0.256, atom 9 (H): 0.209, atom 10 (H): 0.236



Molecular formula: C3H3N3O
Method: DFT, ωB97M-V/def2-TZVPD

As for the charge: 0. The calculation puts the frontier orbital gap at 9.988 eV. Its SMILES is N=C=CC=O.N#N. The LUMO energy comes out at 0.26 eV.

Positions of all 10 atoms, in Å:
N1 -1.232 0.045 -1.577
C1 -0.295 0.124 -0.812
C2 0.909 0.248 -0.290
C3 1.360 0.607 1.047
O1 0.649 0.769 2.015
H1 -1.480 -0.898 -1.866
H2 1.615 0.132 -1.103
H3 2.457 0.763 1.101
N2 -2.300 -1.066 0.320
N3 -1.684 -0.724 1.165

Want to see where the charge sits? The natural (NBO) charges in e are: atom 1 (N): -0.607, atom 2 (C): 0.519, atom 3 (C): -0.574, atom 4 (C): 0.406, atom 5 (O): -0.526, atom 6 (H): 0.400, atom 7 (H): 0.260, atom 8 (H): 0.117, atom 9 (N): -0.023, atom 10 (N): 0.028



Molecular formula: C3H3N3O
Method: DFT, ωB97M-V/def2-TZVPD

As for the charge: 0. The calculation puts the frontier orbital gap at 9.549 eV. Its SMILES is N=C=CC=O.N#N. The LUMO energy comes out at -0.04 eV.

Positions of all 10 atoms, in Å:
N1 1.918 0.144 0.264
C1 0.742 -0.131 0.142
C2 -0.274 -0.951 -0.019
C3 -1.613 -0.656 0.328
O1 -1.989 0.409 0.754
H1 2.447 0.344 -0.597
H2 -0.014 -1.910 -0.424
H3 -2.333 -1.458 0.200
N2 1.093 2.059 -0.410
N3 0.022 2.151 -0.239

Want to see where the charge sits? The natural (NBO) charges in e are: atom 1 (N): -0.590, atom 2 (C): 0.525, atom 3 (C): -0.565, atom 4 (C): 0.394, atom 5 (O): -0.542, atom 6 (H): 0.407, atom 7 (H): 0.258, atom 8 (H): 0.115, atom 9 (N): -0.032, atom 10 (N): 0.029



Molecular formula: C3H3N3O
Method: DFT, ωB97M-V/def2-TZVPD

As for the charge: 0. The calculation puts the frontier orbital gap at 9.524 eV. Its SMILES is N#CN/N=C\C=O. The LUMO energy comes out at -0.32 eV.

Positions of all 10 atoms, in Å:
N1 0.492 -1.460 1.432
C1 0.950 -0.461 1.044
N2 1.105 0.798 0.630
N3 -0.035 1.456 0.150
C2 -0.920 0.666 -0.317
C3 -0.644 -0.767 -0.752
O1 0.355 -0.989 -1.397
H1 1.987 1.188 0.331
H2 -1.884 1.108 -0.569
H3 -1.406 -1.539 -0.552

Want to see where the charge sits? The natural (NBO) charges in e are: atom 1 (N): -0.360, atom 2 (C): 0.408, atom 3 (N): -0.503, atom 4 (N): -0.171, atom 5 (C): -0.039, atom 6 (C): 0.365, atom 7 (O): -0.498, atom 8 (H): 0.427, atom 9 (H): 0.215, atom 10 (H): 0.155



Molecular formula: C3H3N3O
Method: DFT, ωB97M-V/def2-TZVPD

As for the charge: 0. The calculation puts the frontier orbital gap at 10.314 eV. Its SMILES is O=Cc1cnn[nH]1. The LUMO energy comes out at -0.18 eV.

Positions of all 10 atoms, in Å:
O1 1.997 -0.916 -0.853
C1 1.538 0.022 -0.238
C2 0.176 -0.048 0.214
C3 -0.647 1.037 0.297
N1 -1.913 0.637 0.057
N2 -1.916 -0.647 -0.151
N3 -0.670 -1.081 -0.063
H1 2.125 0.939 -0.024
H2 -0.385 2.057 0.534
H3 -0.488 -2.058 -0.236

Want to see where the charge sits? The natural (NBO) charges in e are: atom 1 (O): -0.522, atom 2 (C): 0.391, atom 3 (C): -0.060, atom 4 (C): -0.050, atom 5 (N): -0.250, atom 6 (N): -0.011, atom 7 (N): -0.298, atom 8 (H): 0.141, atom 9 (H): 0.225, atom 10 (H): 0.434



Molecular formula: C3H3N3O
Method: DFT, ωB97M-V/def2-TZVPD

As for the charge: 0. The calculation puts the frontier orbital gap at 8.785 eV. Its SMILES is N=C=N/N=C\C=O. The LUMO energy comes out at -0.58 eV.

Positions of all 10 atoms, in Å:
N1 2.687 0.526 0.920
C1 1.681 0.705 0.244
N2 0.574 0.922 -0.236
N3 -0.007 0.133 -1.193
C2 -1.090 -0.465 -0.882
C3 -1.782 -0.502 0.442
O1 -1.446 0.123 1.419
H1 3.588 0.758 0.510
H2 -1.546 -1.021 -1.698
H3 -2.658 -1.179 0.475

Want to see where the charge sits? The natural (NBO) charges in e are: atom 1 (N): -0.680, atom 2 (C): 0.642, atom 3 (N): -0.355, atom 4 (N): -0.153, atom 5 (C): -0.054, atom 6 (C): 0.351, atom 7 (O): -0.462, atom 8 (H): 0.395, atom 9 (H): 0.197, atom 10 (H): 0.119



Molecular formula: C3H3N3O
Method: DFT, ωB97M-V/def2-TZVPD

As for the charge: 0. The calculation puts the frontier orbital gap at 7.529 eV. The LUMO energy comes out at -1.49 eV.

Positions of all 10 atoms, in Å:
C1 -0.791 -0.879 0.096
C2 0.558 0.957 -0.329
C3 0.529 -0.216 0.499
N1 -1.387 -0.075 -0.848
N2 1.331 -0.625 1.390
N3 -0.559 0.921 -1.033
O1 -1.184 -1.919 0.561
H1 1.039 -1.503 1.819
H2 1.298 1.721 -0.433
H3 -0.835 1.616 -1.722

Want to see where the charge sits? The natural (NBO) charges in e are: atom 1 (C): 0.541, atom 2 (C): -0.066, atom 3 (C): 0.089, atom 4 (N): -0.401, atom 5 (N): -0.487, atom 6 (N): -0.172, atom 7 (O): -0.526, atom 8 (H): 0.365, atom 9 (H): 0.229, atom 10 (H): 0.428



The evaluated energy relative to the best compared isomer or geometry (same formula, charge and spin) for the records listed, in turn: 174.6; 221.1; 242.7; 85.4; 124.2; 396.5; 164.9; 256.9; 321.4; 165.6; 292.5; 228.6 kJ/mol.